Density functional theory data (ωB97M-V/def2-TZVPD) for C30H76N6O14 as an isolated structure.

Its charge is -2. The total energy is -2569.20581 hartree. Its largest force on an atom is 0.2373 Eh/bohr. The calculation puts the HOMO energy at -0.1 eV.

XYZ file:
```
126
Properties=species:S:1:pos:R:3:mulliken_charge:R:1
O 0.28239 -0.24504 -0.89235 0.312
C 0.98137 -0.96429 -1.77727 -0.073
O 0.25490 -1.84059 -2.36444 -0.806
O 2.20623 -0.85035 -1.99449 -0.740
H -0.49227 -0.79319 -1.03734 1.734
O 2.05777 -0.49016 -5.75971 -0.440
C 2.71491 -0.67219 -4.60961 0.335
O 2.49848 -1.65866 -3.88880 -0.597
O 3.55349 0.21486 -4.21375 -0.710
H 2.54059 0.31479 -5.96109 0.266
C -3.75095 7.66384 3.35351 -0.809
O -3.15208 6.45832 3.12539 -0.305
C -1.81989 6.33356 2.68580 -0.946
C -1.75107 5.01329 1.79852 -0.108
N -1.97119 5.45516 0.39896 -0.275
C -1.73725 4.37493 -0.64421 -1.048
C -0.26092 4.07553 -0.98595 -0.784
O 0.05089 2.76665 -1.41807 -0.018
C -0.03529 1.73783 -0.45986 0.816
H -3.46101 8.43954 2.64475 0.340
H -3.41567 8.05933 4.31230 0.301
H -4.82356 7.63041 3.16250 0.270
H -1.06528 6.44369 3.46460 0.414
H -1.55258 7.18005 2.05327 0.378
H -2.47141 4.32087 2.23415 0.270
H -0.82244 4.47010 1.97372 0.210
H -2.82434 5.99468 0.36527 0.273
H -2.14859 4.78116 -1.56826 0.443
H -2.33085 3.47753 -0.46983 0.292
H 0.38037 4.29906 -0.13339 0.349
H 0.14537 4.72137 -1.76436 0.609
H 0.86708 1.95254 0.11262 -0.590
H 0.00078 0.71969 -0.84740 -1.264
H -0.96158 1.83814 0.10584 -0.010
C -1.26883 -1.17766 0.57837 -0.665
O -1.77662 -0.58583 1.75700 -0.518
C -1.18801 -1.15394 2.96592 -0.045
C -1.88275 -2.41331 3.56608 -0.735
N -3.26049 -2.16827 3.86155 -0.335
C -4.05039 -3.41394 3.90703 -0.692
C -5.37345 -3.13976 4.70143 -0.690
O -6.33815 -2.59916 3.86478 -0.289
C -7.53600 -2.24726 4.56914 -0.718
H -1.78747 -0.83854 -0.31836 0.359
H -1.59631 -2.20857 0.71275 0.813
H -0.20534 -1.03321 0.38806 -2.161
H -1.25659 -0.39944 3.74958 0.491
H -0.14206 -1.45862 2.93070 0.505
H -1.35855 -2.79265 4.44323 0.356
H -1.73350 -3.27203 2.91153 0.332
H -3.55401 -1.46055 3.20346 0.281
H -3.41867 -4.21309 4.29481 0.522
H -4.34001 -3.79968 2.92957 0.303
H -5.33027 -2.51448 5.59320 0.382
H -5.86239 -4.07808 4.96332 0.403
H -7.33633 -1.57917 5.40693 0.285
H -7.90968 -3.18536 4.97953 0.305
H -8.27651 -1.87460 3.86142 0.240
C 1.04015 -1.11406 1.44696 -0.166
C 1.37855 0.28171 1.19982 1.241
C 2.24500 1.01006 2.22767 -1.860
O 3.65963 0.51185 2.46407 -0.204
C 4.33462 1.13161 3.50879 -1.040
N 2.07423 0.39214 -0.07995 0.507
H 1.88380 -1.62219 1.91401 0.929
H 0.75673 -1.60144 0.51409 -0.474
H 0.28844 -1.06773 2.23493 -1.527
H 0.48462 0.86081 0.96826 -0.782
H 1.76917 0.97111 3.20755 0.890
H 2.28323 2.04286 1.88127 0.235
H 5.38627 0.84872 3.55432 0.263
H 3.81265 0.90485 4.43843 0.308
H 4.27766 2.20915 3.35461 0.345
H 1.66125 -0.08716 -0.86725 -0.346
H 2.90842 -0.17513 -0.03055 0.666
C -0.94418 0.49355 -3.97581 -1.426
C -0.77684 -0.80701 -4.78331 0.978
C -0.77329 -0.52948 -6.27521 -0.896
O -1.99737 0.03936 -6.70188 -0.426
C -3.14053 -0.91377 -6.67510 -0.724
N 0.41607 -1.51847 -4.40640 -0.715
H -0.04000 1.05091 -4.22058 0.118
H -1.02945 0.28862 -2.90866 0.222
H -1.85096 1.00293 -4.30198 0.618
H -1.65602 -1.41007 -4.55650 -0.011
H -0.57257 -1.49154 -6.74664 0.431
H -0.07481 0.20347 -6.67894 0.169
H -3.36021 -1.16112 -5.63652 0.225
H -2.93976 -1.74938 -7.34558 0.282
H -4.15726 -0.54333 -6.80599 0.330
H 1.19507 -1.06461 -4.86168 0.456
H 0.42938 -1.09946 -3.48751 0.863
C 2.69706 3.63729 -0.82856 -1.122
C 3.71111 2.46227 -1.23466 0.118
C 4.64892 1.88027 -0.11073 -0.007
O 5.30815 0.68494 -0.61808 -0.178
C 6.17251 0.16589 0.37562 -0.857
N 2.97158 1.32512 -1.75103 -0.153
H 3.26818 4.56530 -0.85552 0.354
H 2.13431 3.49147 0.09346 -0.132
H 1.98138 3.86848 -1.61753 0.349
H 4.41495 2.73214 -2.02197 0.412
H 4.02034 1.59993 0.73449 -0.052
H 5.28607 2.69496 0.23344 0.501
H 7.11914 0.70626 0.37486 0.325
H 6.47354 -0.84892 0.11557 0.314
H 5.92518 0.08405 1.43403 0.156
H 2.41333 0.81818 -1.07911 -0.148
H 2.25511 1.70763 -2.35142 0.028
C 0.06528 -3.29431 0.38980 -1.566
C 1.29015 -3.80498 -0.45872 1.269
C 2.04098 -5.08209 0.10842 -1.282
O 1.13638 -6.19225 0.26275 -0.251
C 1.69060 -7.46259 0.03935 -0.831
N 0.65467 -4.14011 -1.75682 -0.369
H -0.18000 -2.31215 -0.01430 1.380
H 0.21291 -3.29026 1.46975 0.649
H -0.82741 -3.91614 0.32259 0.549
H 1.94699 -2.98527 -0.74978 0.033
H 2.44819 -4.89694 1.10240 0.383
H 2.92928 -5.22774 -0.50624 0.494
H 1.12167 -8.20326 0.60135 0.226
H 2.66686 -7.63504 0.49241 0.307
H 1.55902 -7.63801 -1.02837 0.308
H 0.88386 -5.08713 -2.02279 0.283
H -0.31602 -4.31002 -1.53547 0.214
```

=====

Density functional theory data (ωB97M-V/def2-TZVPD) for the molecule C4H5NO2S.

Its charge is 0. The total energy is -758.79957 hartree. As for the SMILES: O=C[C@@H]1CC(=O)N1S. Its largest force on an atom is 0.0530 Eh/bohr. The calculation puts the HOMO energy at -9.6 eV.

XYZ file:
```
13
Properties=species:S:1:pos:R:3:mulliken_charge:R:1
O -1.79104 0.75523 1.13364 -0.469
C -1.67334 0.11478 0.09205 -0.231
C -0.39789 -0.17583 -0.59509 0.163
C 0.40284 -1.35479 -0.13517 -0.492
C 1.53495 -0.36877 0.31396 0.423
O 2.61091 -0.39525 0.82923 -0.571
N 0.74006 0.65742 -0.15841 -0.017
S 0.93704 2.31472 -0.07993 -0.155
H -2.60665 -0.21841 -0.42222 0.356
H -0.51413 -0.01891 -1.66127 0.305
H -0.05850 -1.90322 0.70339 0.269
H 0.70955 -1.99045 -0.95413 0.276
H 0.10620 2.58348 0.93395 0.142
```

=====

Density functional theory data (ωB97M-V/def2-TZVPD) for C21H42BF3InNO5S as an isolated structure.

Its charge is +2. The total energy is -2168.43701 hartree. Its largest force on an atom is 0.0847 Eh/bohr. The calculation puts the HOMO energy at -13.2 eV.

XYZ file:
```
75
Properties=species:S:1:pos:R:3:mulliken_charge:R:1
C -4.35154 -3.26640 3.29304 -1.209
C -3.92028 -3.94211 1.99594 -0.328
C -2.51770 -3.54297 1.54850 -0.301
O -2.53920 -2.81538 0.27767 -0.134
C -3.12769 -1.68178 0.24014 -0.318
B -1.95740 -0.48804 -0.81698 0.247
C -3.14235 0.07781 -1.80576 -0.701
C -3.58103 -0.94387 -2.85170 -0.045
O -3.05351 -2.21733 -2.55351 -0.522
C -5.10310 -1.04948 -2.91986 0.462
F -5.47929 -2.15557 -3.53743 -0.270
F -5.66290 -1.07081 -1.68937 -0.267
F -5.61000 -0.01598 -3.58449 -0.273
O -1.51252 0.40078 0.17459 -0.394
C -0.10638 0.20784 0.37118 1.207
S 0.02129 -1.28878 1.44895 -0.205
C 0.51385 1.46887 0.97238 -0.744
C 0.85896 1.47562 2.44970 -0.507
C 1.25635 2.89406 2.88394 -0.608
C 2.21732 2.88430 4.06624 -0.845
N 1.75825 2.10319 5.20716 -0.541
C 0.29955 -0.14609 -1.09355 0.482
C 0.28585 1.12733 -1.94228 -1.080
C 0.63905 0.98163 -3.42700 -0.774
C -0.14860 -0.06004 -4.20984 -1.054
C 1.58330 -0.94575 -1.27410 -1.995
C 2.83954 -0.48105 -0.52635 -0.506
C 3.64070 0.62495 -1.20988 -0.441
C 4.93809 0.87245 -0.45144 -0.604
O 5.58385 2.08611 -0.87647 -0.368
C 5.49121 3.18286 -0.00934 -0.676
O -0.82554 -1.00941 -1.40839 -0.728
H -5.18598 -3.79397 3.74406 0.387
H -3.54089 -3.22212 4.01665 0.331
H -4.68760 -2.24272 3.12219 0.299
H -4.65698 -3.71942 1.22576 0.294
H -3.94362 -5.02173 2.12685 0.409
H -1.89938 -4.41500 1.37126 0.347
H -2.02303 -2.94743 2.31148 0.254
H -4.01031 -1.65646 -0.39191 0.432
H -3.27113 -1.16226 1.18922 0.524
H -3.97201 0.44472 -1.20874 0.420
H -2.67772 0.94736 -2.26574 0.676
H -3.27570 -0.63112 -3.84836 0.621
H -2.72462 -2.64141 -3.34868 0.351
H 1.31020 -1.55342 1.28264 0.203
H -0.15562 2.29568 0.73556 0.566
H 1.43649 1.65534 0.42500 0.016
H -0.00030 1.16678 3.04114 0.426
H 1.69645 0.80867 2.66577 0.235
H 0.34727 3.39815 3.21235 0.294
H 1.70022 3.43149 2.04547 0.382
H 3.14824 2.42782 3.71852 0.270
H 2.40457 3.90317 4.39998 0.376
H 2.21709 1.21559 5.30600 0.257
H 0.75957 1.98524 5.24739 0.250
H -0.68251 1.62401 -1.87656 0.808
H 0.99495 1.82954 -1.51097 0.202
H 1.71348 0.84631 -3.54663 0.144
H 0.42291 1.95001 -3.87929 0.580
H -1.17528 0.27687 -4.34441 0.146
H -0.10987 -1.05205 -3.77283 0.201
H 0.26732 -0.13471 -5.21324 0.554
H 1.35295 -1.95129 -0.92790 0.481
H 1.83075 -1.03925 -2.32775 0.789
H 3.49621 -1.34888 -0.44861 0.467
H 2.62274 -0.16423 0.49486 0.012
H 3.91874 0.31633 -2.21502 0.356
H 3.10724 1.57358 -1.23167 0.054
H 4.69745 0.89441 0.62187 0.408
H 5.62173 0.03747 -0.60427 0.460
H 6.29200 3.87699 -0.27251 0.394
H 4.54073 3.70554 -0.11275 0.306
H 5.63134 2.89219 1.04681 0.297
In 7.17379 1.92727 1.25530 0.759
```

=====

Density functional theory data (ωB97M-V/def2-TZVPD) for the molecule C4H5NS.

Its charge is 0. The total energy is -608.25374 hartree. As for the SMILES: CC#C/C=N/S. Its largest force on an atom is 0.0528 Eh/bohr. The calculation puts the HOMO energy at -8.5 eV.

XYZ file:
```
11
Properties=species:S:1:pos:R:3:mulliken_charge:R:1
C 1.61826 -1.69669 1.35719 -1.121
C 0.92200 -0.70179 0.53469 0.728
C 0.23984 0.08641 -0.08738 -0.158
C -0.56446 0.72667 -1.02252 -0.245
N -1.32521 1.70686 -0.66660 -0.376
S -2.57606 2.15561 -1.74871 -0.165
H 2.50052 -2.04896 0.82072 0.309
H 0.87064 -2.46528 1.54877 0.263
H 1.91924 -1.16192 2.26674 0.277
H -0.40785 0.35482 -2.07653 0.331
H -3.19690 3.04425 -0.92637 0.158
```